1.
The following is a quantum chemistry calculation of a 3-piece molecular cluster, C18H41BrClINO8P2 overall, from the Open Molecules 2025 dataset.

Values from the calculation:
charge = -1
M = 703.73 g mol⁻¹
energy = -146448.808 eV
gap between HOMO and LUMO = 7.026 eV

Geometry as XYZ:
```
73
Properties=species:S:1:pos:R:3:forces:R:3:mulliken_charge:R:1
C -2.137 3.445 3.014 0.1 0.0 0.0 -1.0694
C -1.526 3.624 1.610 0.0 0.0 0.0 0.4331
C -0.256 2.812 1.265 0.0 0.1 0.1 -0.7746
C -0.036 1.523 2.032 0.2 -0.2 0.2 -0.7975
O -1.083 0.585 1.867 -0.2 0.0 -0.7 0.0749
P -1.060 -0.952 1.049 0.3 0.2 0.0 -0.5112
Br 0.560 -0.263 -0.670 0.0 0.0 0.0 -0.3409
I -2.939 -1.785 2.856 -0.2 -0.1 0.2 -0.2401
C 0.324 -1.486 2.216 -0.1 -0.1 0.0 -0.8676
C 0.995 -2.866 2.318 0.1 0.0 0.0 0.5955
C 0.132 -4.051 2.757 -0.1 0.0 0.0 -1.8020
C 1.843 -3.227 1.102 0.1 0.0 -0.1 -1.1108
N -1.152 -2.566 0.286 -0.1 0.2 0.1 0.0476
C -1.920 -3.015 -0.875 -0.2 0.1 0.1 -0.7179
C -1.474 -2.488 -2.230 0.1 -0.1 0.0 -0.9244
P -2.811 -0.091 -0.303 0.1 0.0 0.1 0.2865
O -2.109 1.279 -0.901 -0.1 0.1 -0.2 -0.3072
Cl -4.177 0.850 0.969 0.0 0.1 0.1 -0.2814
H -1.585 2.729 3.622 0.0 0.1 0.0 0.2503
H -2.170 4.390 3.563 0.0 0.0 0.0 0.3363
H -3.155 3.062 2.953 0.0 0.0 0.0 0.2590
H -2.284 3.385 0.865 -0.1 -0.1 0.0 -0.5876
H -1.291 4.682 1.464 0.0 0.0 -0.1 0.5102
H -0.276 2.564 0.204 0.0 0.0 0.0 0.1396
H 0.636 3.431 1.430 0.0 -0.1 0.1 0.4280
H 0.042 1.735 3.107 0.0 -0.1 0.0 0.5192
H 0.928 1.095 1.742 -0.1 0.1 -0.1 0.4067
H -0.051 -1.178 3.192 0.0 -0.1 0.0 0.6438
H 1.132 -0.804 1.949 0.0 0.0 0.1 0.1554
H 1.709 -2.708 3.139 0.0 0.0 0.0 0.6003
H 0.768 -4.822 3.203 0.0 0.0 0.0 0.4835
H -0.622 -3.755 3.489 0.1 0.0 0.0 0.3638
H -0.385 -4.515 1.914 0.0 0.0 0.0 0.3116
H 2.528 -2.415 0.844 0.0 0.0 0.1 0.0326
H 1.216 -3.415 0.229 0.0 0.0 0.1 0.0602
H 2.442 -4.118 1.317 0.0 0.0 0.0 0.5219
H -1.463 -3.145 1.060 0.2 0.0 -0.1 0.0908
H -3.000 -2.841 -0.751 0.1 0.0 0.0 0.3693
H -1.788 -4.103 -0.896 -0.1 0.0 0.0 0.4241
H -2.116 -2.930 -2.998 0.0 0.0 0.0 0.3782
H -1.543 -1.404 -2.315 0.0 0.0 0.0 0.1477
H -0.436 -2.761 -2.430 0.0 0.0 0.0 0.2373
H -2.519 1.491 -1.752 0.2 -0.1 0.2 0.2110
C 8.682 -5.091 0.352 0.0 0.0 0.0 -1.0646
C 7.831 -4.357 1.365 0.0 0.0 0.0 -0.1978
O 7.422 -3.065 0.881 0.0 0.0 -0.1 -0.3802
C 6.388 -3.080 0.031 0.0 0.0 0.1 0.8141
O 5.788 -4.063 -0.326 0.1 0.1 0.0 -0.5594
O 6.136 -1.830 -0.340 0.0 0.0 0.0 -0.3473
C 5.002 -1.679 -1.210 0.0 0.0 0.0 -0.3408
H 9.542 -4.485 0.065 0.0 0.0 0.0 0.2839
H 9.046 -6.023 0.787 0.0 0.0 0.0 0.3474
H 8.099 -5.329 -0.537 0.0 0.0 0.0 0.3088
H 8.395 -4.133 2.268 0.0 0.0 0.0 0.2826
H 6.945 -4.933 1.629 0.0 0.0 0.0 0.3138
H 4.112 -2.112 -0.760 0.0 0.0 0.0 0.0860
H 5.196 -2.162 -2.167 0.0 0.0 0.0 0.3048
H 4.877 -0.609 -1.336 0.0 0.0 0.0 0.2032
C -4.910 3.836 -1.186 0.0 0.0 0.0 -0.6624
C -4.330 3.536 -2.545 0.0 0.0 0.0 -0.1741
O -5.012 4.252 -3.605 0.0 0.1 0.0 -0.3754
C -4.662 5.522 -3.757 0.1 0.0 -0.1 0.7219
O -3.807 6.115 -3.150 -0.1 0.0 0.0 -0.5568
O -5.410 6.049 -4.737 0.0 0.0 0.1 -0.3526
C -5.126 7.422 -5.015 0.0 0.0 0.0 -0.6305
H -5.981 3.629 -1.174 0.0 0.0 0.0 0.3275
H -4.434 3.182 -0.456 0.0 0.1 0.1 -0.0616
H -4.738 4.875 -0.906 0.0 0.0 0.0 0.3015
H -4.477 2.491 -2.814 0.0 0.0 0.0 0.2914
H -3.268 3.783 -2.590 0.0 0.0 0.0 0.3346
H -4.067 7.562 -5.223 0.0 0.0 0.0 0.2952
H -5.405 8.049 -4.168 0.0 0.0 0.0 0.2878
H -5.727 7.670 -5.885 0.0 0.0 0.0 0.2128
```
Forces are in eV/Å.


2.
The following is a quantum chemistry calculation of C18H41N2O2P3Pb as an isolated structure, from the Open Molecules 2025 dataset.

Values from the calculation:
charge = +4
M = 617.66 g mol⁻¹
relative energy (zero: lowest compared OMol25 entry of this formula, charge and spin) = 24.4 kJ/mol
energy = -59479.508 eV
gap between HOMO and LUMO (alpha / beta) = 3.739 / 5.632 eV

Geometry as XYZ:
```
67
Properties=species:S:1:pos:R:3:forces:R:3:mulliken_charge:R:1
Pb 0.017 0.181 -0.489 -0.3 -0.4 1.3 1.4083
P -1.053 0.726 -3.914 -0.4 0.1 -1.3 0.8863
P -1.023 -2.538 -0.761 -1.6 -1.8 1.3 0.6498
P 0.619 2.690 1.066 0.7 1.4 2.9 0.6050
H 0.784 -2.813 3.646 0.0 0.4 0.1 0.3349
C 0.718 -1.798 4.055 -0.6 0.2 0.2 -0.5250
C -0.461 -1.208 4.292 0.6 -0.2 -0.2 -0.5977
H -1.405 -1.698 4.034 0.3 0.1 0.2 0.2736
C 0.125 -0.638 -3.972 0.1 -0.3 0.5 -0.8579
C -2.503 0.327 -4.900 -0.3 0.0 0.3 -1.0766
C -0.238 2.188 -4.573 0.1 0.3 0.5 -1.1018
C -1.266 -2.780 1.034 0.2 0.6 0.3 -0.6177
C -2.742 -2.678 -1.387 0.1 0.9 -0.6 -1.2298
C -0.322 -4.161 -1.228 1.1 0.5 -0.7 -1.2807
C 0.120 2.123 2.739 -0.7 -0.8 -0.3 -0.8931
C -0.048 4.396 1.073 -0.7 0.0 -1.1 -1.1921
C 2.401 2.999 1.363 0.6 -0.5 -1.0 -1.2386
H 1.664 -1.328 4.339 -0.4 -0.2 0.0 0.3306
H -0.525 -0.234 4.785 0.0 -0.3 -0.1 0.3076
H 1.054 -0.376 -3.440 -0.2 -0.1 -0.2 0.3197
H 0.387 -0.847 -5.022 -0.1 0.2 0.2 0.4614
H -0.299 -1.556 -3.532 0.1 0.3 -0.2 0.1589
H -2.271 0.427 -5.969 0.0 -0.1 0.3 0.4157
H -3.313 1.023 -4.638 0.2 -0.2 -0.2 0.4285
H -2.834 -0.698 -4.684 0.1 0.3 -0.1 0.3320
H -0.284 2.178 -5.672 0.0 -0.1 0.3 0.4025
H 0.816 2.205 -4.260 -0.3 0.0 -0.1 0.3654
H -0.736 3.094 -4.200 0.1 -0.2 -0.2 0.4221
H -1.656 -3.794 1.207 0.1 0.2 -0.2 0.6014
H -1.966 -2.031 1.431 0.3 -0.3 -0.2 -0.0804
H -0.318 -2.656 1.572 -0.2 -0.1 -0.1 0.0668
H -3.189 -3.635 -1.077 0.3 0.2 0.0 0.4788
H -2.729 -2.628 -2.486 -0.2 -0.1 0.3 0.3930
H -3.353 -1.845 -1.010 0.1 -0.3 -0.1 0.2483
H -0.911 -4.977 -0.780 0.0 0.5 0.0 0.4715
H 0.717 -4.219 -0.870 -0.3 -0.2 -0.1 0.4052
H -0.324 -4.263 -2.324 0.1 -0.1 0.3 0.4385
H 0.771 2.610 3.479 -0.1 0.0 -0.3 0.5792
H 0.226 1.034 2.825 0.0 0.2 0.2 -0.1750
H -0.925 2.403 2.932 0.3 -0.2 0.0 0.4514
H 0.764 5.103 1.295 -0.2 -0.3 -0.1 0.4376
H -0.847 4.501 1.822 0.2 -0.1 -0.3 0.3904
H -0.451 4.617 0.073 0.1 0.4 0.4 0.4047
H 2.628 4.052 1.145 0.0 -0.4 0.0 0.4872
H 2.993 2.358 0.696 0.2 0.3 0.2 0.2201
H 2.670 2.768 2.403 -0.3 0.0 -0.3 0.4109
C 2.679 -0.791 1.058 -1.5 0.2 -0.1 0.8108
C 3.242 -1.267 -0.158 0.9 0.4 -0.6 -0.5331
C 4.586 -1.029 -0.409 -1.4 -0.8 -0.8 -0.6345
C 5.423 -0.537 0.600 0.5 0.4 0.2 -0.4984
C 4.898 -0.236 1.864 -0.9 -0.2 1.1 -0.4923
C 3.544 -0.422 2.123 1.1 0.5 0.5 -0.2434
O 1.387 -0.561 1.177 1.0 -0.3 -0.4 -0.5833
H -1.533 0.970 -2.584 0.4 -0.2 -0.6 -0.0771
H 2.582 -1.732 -0.890 0.2 0.2 0.0 0.5087
H 4.980 -1.235 -1.404 0.1 -0.1 0.3 0.4677
H 6.486 -0.386 0.404 -0.3 -0.1 0.0 0.4728
H 5.551 0.120 2.663 -0.2 -0.2 -0.3 0.4788
H 3.094 -0.230 3.099 0.3 0.1 -0.3 0.3657
N -4.170 0.195 1.707 0.9 0.2 -0.6 -0.3721
C -3.131 0.857 1.158 -0.8 0.3 0.4 0.4727
N -3.260 2.196 1.019 0.3 -0.5 -0.1 -0.3958
O -2.078 0.242 0.811 0.7 0.0 -0.5 -0.1666
H -5.037 0.668 1.918 0.0 -0.2 0.1 0.2146
H -4.111 -0.809 1.817 -0.1 0.3 0.1 0.2148
H -2.499 2.730 0.614 -0.5 -0.1 0.2 0.0589
H -4.117 2.656 1.294 0.2 0.2 -0.1 0.2104
```
Forces are in eV/Å.


3.
The following is a quantum chemistry calculation of a 7-piece molecular cluster, C18H41N5O11 overall, from the Open Molecules 2025 dataset.

Values from the calculation:
M = 503.55 g mol⁻¹
SMILES string = COC(=O)OC.COC(=O)OC.CNC(C)=O.CNC(C)=O.CC(N)=O.CC(N)=O.CC(N)=O
energy = -49306.492 eV
gap between HOMO and LUMO = 9.122 eV

Geometry as XYZ:
```
75
Properties=species:S:1:pos:R:3:forces:R:3:mulliken_charge:R:1
C 4.966 1.585 3.268 0.6 -0.6 -0.1 -0.6712
O 4.306 0.497 3.947 0.0 0.5 0.4 -0.3758
C 3.086 0.198 3.560 -1.3 0.8 -0.7 0.8428
O 2.474 0.743 2.663 0.3 -0.4 0.0 -0.5414
O 2.587 -0.739 4.344 0.6 -0.8 0.9 -0.3830
C 1.342 -1.310 3.990 -0.8 -0.4 -0.6 -0.4291
H 5.501 2.155 4.023 0.1 -0.2 0.0 0.2546
H 4.350 2.282 2.708 -0.5 -0.4 0.1 0.3176
H 5.640 1.046 2.599 0.3 0.6 -0.1 0.2770
H 1.034 -2.137 4.629 0.7 0.3 0.6 0.3225
H 1.415 -1.780 3.008 -0.1 0.4 -0.2 0.2343
H 0.535 -0.583 4.056 0.1 0.1 -0.3 0.1516
C 0.208 1.595 -2.699 -0.7 -0.9 -0.5 -0.0705
O -0.894 2.258 -3.341 0.2 -0.4 0.5 -0.2622
C -0.627 3.444 -3.850 -1.2 1.0 -0.2 0.6913
O 0.420 4.024 -3.904 0.4 -0.2 0.0 -0.5381
O -1.809 3.950 -4.273 0.4 -0.3 0.2 -0.3355
C -1.755 5.237 -4.863 0.8 0.5 -0.3 -0.6554
H 0.884 1.261 -3.485 0.6 0.5 0.3 0.2672
H -0.206 0.668 -2.315 -0.2 0.2 0.2 -0.2425
H 0.610 2.175 -1.874 0.3 0.2 -0.3 0.3970
H -1.254 5.987 -4.246 -0.3 -0.2 0.5 0.2988
H -2.778 5.521 -5.073 0.0 0.0 -0.1 0.2264
H -1.117 5.237 -5.752 -0.4 -0.3 -0.3 0.2932
C -4.385 1.968 1.567 0.1 0.4 0.2 -0.8945
C -3.103 2.632 2.056 0.1 1.3 0.0 0.8049
O -2.996 3.855 2.111 -0.1 -0.4 -0.3 -0.7198
N -2.115 1.796 2.417 -0.4 -0.5 0.2 0.3434
C -0.747 2.112 2.804 -0.9 0.2 -0.1 -0.8387
H -4.530 2.103 0.494 0.4 0.0 -0.1 0.2618
H -5.208 2.533 2.004 -0.1 -0.3 0.3 0.3064
H -4.403 0.903 1.793 -0.2 0.0 0.0 0.2036
H -2.429 0.851 2.557 0.5 -0.2 -0.3 -0.2811
H -0.510 3.139 2.540 -0.1 0.0 -0.1 0.3302
H -0.117 1.431 2.247 0.4 0.0 0.3 0.1890
H -0.634 2.001 3.882 0.3 -0.1 0.0 0.2782
C 1.405 -1.928 -4.702 0.5 -0.5 1.0 -1.1269
C 0.245 -2.249 -3.810 -1.3 1.2 0.1 0.5817
O 0.104 -1.697 -2.713 0.6 -0.5 -0.2 -0.5341
N -0.729 -3.058 -4.280 -0.2 -0.4 -0.2 -0.2097
C -1.916 -3.355 -3.491 0.3 0.0 0.0 -0.8213
H 1.136 -1.712 -5.731 0.1 -0.1 0.0 0.4389
H 2.089 -2.775 -4.586 0.0 -0.1 -0.5 0.2936
H 1.933 -1.112 -4.214 -0.1 0.3 -0.3 0.1171
H -0.843 -3.168 -5.274 0.4 -0.2 0.0 0.2552
H -2.469 -4.162 -3.966 0.0 0.1 -0.1 0.3351
H -2.541 -2.467 -3.398 -0.1 -0.1 0.1 0.2594
H -1.619 -3.719 -2.510 0.0 0.2 0.1 0.2587
O 3.586 -3.553 -2.693 0.2 -0.3 0.4 -0.6105
C 4.244 -2.624 -2.263 -0.7 0.8 -0.8 0.4694
N 5.544 -2.417 -2.622 0.2 -0.5 0.1 -0.4400
C 3.646 -1.541 -1.389 0.3 -0.1 -0.4 -0.2156
H 5.880 -1.483 -2.762 0.1 0.0 0.3 0.2148
H 5.964 -3.153 -3.168 0.0 0.2 -0.2 0.2520
H 2.699 -1.217 -1.818 -0.2 -0.2 0.2 -0.1776
H 4.308 -0.677 -1.352 0.0 0.0 0.3 0.3374
H 3.504 -1.967 -0.397 -0.1 0.2 0.1 0.1695
O -2.250 -1.958 6.274 -0.9 0.1 -0.8 -0.7006
C -2.649 -1.630 5.146 1.9 -0.2 2.3 0.6007
N -2.138 -2.252 4.073 -0.5 0.1 -1.4 -0.2312
C -3.552 -0.456 4.992 -1.2 0.4 -0.8 -0.6658
H -1.642 -3.116 4.188 0.1 0.0 0.3 0.2211
H -2.246 -1.904 3.125 -0.2 0.0 0.1 0.2472
H -3.190 0.455 5.463 0.4 -0.2 0.1 0.2437
H -4.518 -0.662 5.458 0.2 -0.2 0.2 0.3482
H -3.811 -0.221 3.956 0.2 -0.1 -0.1 0.0724
O -2.116 -0.872 1.445 0.9 -0.5 -0.2 -0.8236
C -1.348 -0.899 0.464 -1.7 0.7 0.0 0.4850
N -1.849 -1.173 -0.746 0.5 0.0 -0.8 -0.0134
C 0.069 -0.455 0.503 1.3 -0.2 0.7 0.1154
H -2.833 -1.341 -0.851 -0.1 0.0 0.2 0.2377
H -1.255 -1.171 -1.581 -0.2 -0.3 0.4 0.0297
H 0.452 -0.565 1.516 -0.1 0.0 0.0 -0.4676
H 0.201 0.602 0.273 -0.5 0.1 -0.1 0.1678
H 0.764 -0.984 -0.150 -0.4 -0.2 -0.2 0.2333
```
Forces are in eV/Å.


4.
The following is a quantum chemistry calculation of a 7-piece molecular cluster, C18H42BrN6O6 overall, from the Open Molecules 2025 dataset.

Values from the calculation:
charge = -1
M = 518.47 g mol⁻¹
relative energy (zero: lowest compared OMol25 entry of this formula, charge and spin) = 133.4 kJ/mol
energy = -110613.708 eV
gap between HOMO and LUMO = 8.971 eV

Geometry as XYZ:
```
73
Properties=species:S:1:pos:R:3:forces:R:3:mulliken_charge:R:1
Br 0.798 0.489 -0.597 -0.2 0.2 0.1 -0.4872
C -1.924 -2.134 -1.021 1.4 4.4 -0.2 -0.0422
C -2.596 -2.397 -2.322 -0.3 -2.6 1.4 0.7226
O -2.947 -3.565 -2.425 -0.7 -1.0 -1.2 -0.7516
N -2.836 -1.467 -3.224 -1.6 -4.5 -1.1 0.1614
C -3.602 -1.709 -4.467 6.2 7.1 0.0 -1.2389
H -2.595 -2.376 -0.176 0.2 0.6 -0.6 0.0356
H -1.580 -0.919 -1.114 -0.7 -3.5 1.2 -0.1951
H -1.034 -2.767 -0.900 -0.2 0.4 -0.3 0.2826
H -2.520 -0.622 -3.009 1.2 4.3 0.7 0.0639
H -3.984 -2.581 -4.533 -3.7 -5.6 0.4 0.5470
H -2.780 -1.791 -5.285 -1.4 0.7 0.8 0.2560
H -4.114 -0.732 -4.487 -0.8 -1.1 -1.1 0.3294
C 3.732 2.164 0.671 -1.6 -2.0 -2.2 -0.4064
C 4.673 2.284 1.766 -0.9 2.8 1.6 0.5169
O 5.635 3.041 1.745 1.0 -0.7 -0.5 -0.6931
N 4.248 1.762 2.913 2.0 -1.8 2.0 -0.0069
C 5.000 1.770 4.145 -0.6 3.1 2.0 -1.1016
H 2.558 2.250 0.755 2.6 -0.1 0.2 0.1111
H 3.984 1.160 0.261 -0.9 0.0 0.3 -0.0974
H 4.150 2.700 -0.149 -0.3 1.3 -0.5 0.4425
H 3.361 1.389 3.147 -0.9 -0.2 -1.2 -0.0078
H 4.370 2.432 4.791 1.0 1.0 -0.3 0.3449
H 6.055 2.050 4.295 -0.6 0.2 -1.3 0.3449
H 4.845 1.043 4.882 -0.2 -3.0 -0.1 0.3726
C 4.286 -0.309 -2.003 -0.7 1.2 -1.2 -0.7336
C 3.676 -1.305 -2.980 1.4 -1.1 -0.2 0.5685
O 4.408 -1.826 -3.856 -1.9 0.5 1.2 -0.7103
N 2.386 -1.612 -2.656 0.3 1.2 1.0 0.1113
C 1.514 -2.499 -3.418 9.5 10.6 -10.0 -0.9733
H 4.322 -0.688 -1.005 -0.5 -0.2 0.7 0.1659
H 3.709 0.648 -2.074 0.4 -0.7 0.5 0.2417
H 5.304 -0.106 -2.273 0.5 0.1 -0.4 0.3315
H 1.874 -0.814 -2.091 1.2 -2.1 -1.0 -0.1413
H 0.845 -1.711 -3.802 -0.3 -0.9 -1.1 0.1290
H 1.009 -3.033 -2.983 -9.0 -10.2 9.1 0.4920
H 2.064 -3.118 -4.236 -0.8 1.6 1.3 0.2848
C 0.170 2.255 3.125 2.1 -1.1 -2.9 -0.7344
C 0.973 1.071 3.753 -3.2 2.2 3.7 0.9095
O 0.901 0.893 4.974 0.1 0.0 -0.3 -0.7363
N 1.753 0.356 3.015 1.5 -0.8 -2.4 0.4190
C 2.557 -0.742 3.464 -4.1 -1.0 3.5 -1.2238
H 1.033 2.935 2.786 -1.6 -0.3 0.5 0.2782
H -0.576 2.698 3.734 0.0 0.4 1.1 0.3491
H -0.386 1.974 2.175 0.9 0.0 0.9 0.0079
H 1.605 0.502 2.028 0.3 -0.4 -0.6 -0.3776
H 1.907 -1.556 3.928 0.5 1.0 -0.5 0.2804
H 3.341 -0.662 4.156 0.8 1.5 1.4 0.3523
H 3.009 -1.193 2.726 2.0 -2.1 -4.6 0.5725
C -3.339 1.761 -0.822 5.0 5.5 -1.9 -0.6976
C -3.072 1.695 -2.299 -4.3 -0.3 -2.9 0.9591
O -3.974 2.027 -3.152 2.5 -0.6 2.2 -0.7442
N -1.929 1.139 -2.703 4.0 0.3 3.4 -0.1843
C -1.372 1.047 -4.015 -1.5 4.6 -1.0 -0.8672
H -2.282 1.777 -0.335 -1.9 0.4 -0.3 0.0613
H -3.890 1.185 -0.271 -3.2 -4.5 2.2 0.2185
H -3.915 2.723 -0.709 1.1 -0.4 0.1 0.3074
H -1.177 1.015 -1.924 -1.5 0.3 -1.5 -0.2486
H -2.240 1.051 -4.614 -1.0 -0.2 -1.3 0.4802
H -0.880 0.185 -4.148 2.0 -3.1 -0.3 0.1242
H -0.770 1.931 -4.464 -0.7 -1.2 1.4 0.2636
C -5.480 -1.249 2.432 -1.3 0.4 2.4 -1.2231
C -4.136 -0.488 2.412 -3.2 -4.4 -0.6 0.5719
O -4.099 0.678 2.448 0.5 4.7 0.4 -0.5783
N -3.138 -1.286 2.159 3.2 -0.5 -0.6 0.0093
C -1.797 -0.720 2.018 0.2 2.5 2.5 -0.6741
H -5.689 -1.994 3.324 0.8 1.2 -2.0 0.3001
H -5.766 -1.641 1.459 0.3 -0.4 0.1 0.2823
H -6.155 -0.406 2.629 -0.3 -0.4 -0.1 0.3652
H -3.229 -2.290 2.213 -0.1 0.3 0.0 0.3345
H -1.162 -1.542 2.061 1.5 -1.4 0.0 0.5148
H -1.533 -0.054 3.070 -0.8 -1.6 -3.2 0.1734
H -1.533 -0.157 1.069 -0.8 -0.4 1.3 -0.1148
```
Forces are in eV/Å.


> Number 2 is which compound?

C18H41N2O2P3Pb


> Which of these has the highest energy?

C18H41N5O11


> Look up the M of the fourth one.

518.47 g mol⁻¹